*a*
A cluster of 3 separate species, C2H10N2O3 in total. Source: OMol25; level of theory: ωB97M-V with the def2-TZVPD basis set.

Results
Frontier orbital gap ... 9.351 eV
Total charge ... 0
HOMO energy ... -8.88 eV

Positions of all 17 atoms, in Å:
N 0.90572 0.42566 -1.72616
C 0.42009 0.48964 -0.34023
C -0.67933 -0.52543 0.19884
N -0.03436 -1.68658 0.66240
O -1.81749 -0.17053 0.54254
H 1.63208 1.15438 -1.98624
H 0.20644 0.23790 -2.49131
H 0.01708 1.55367 -0.11832
H 1.33198 0.23872 0.38174
H 0.79968 -2.09544 0.18167
H -0.64760 -2.36375 1.11894
O 3.00686 -1.36403 1.25855
H 3.86457 -1.70228 1.61556
H 2.98474 -0.58015 1.84517
O -2.32260 2.54669 -0.73142
H -2.39956 1.68609 -0.23381
H -3.26770 2.81490 -0.57616


*b*
A cluster of 4 separate species, C2H10N2O3 in total. Source: OMol25; level of theory: ωB97M-V with the def2-TZVPD basis set.

Results
Frontier orbital gap ... 4.123 eV
Total charge ... 0
HOMO energy ... -9.51 eV

Positions of all 17 atoms, in Å:
O 1.36168 0.28108 -2.14125
C 1.20480 -0.84060 -1.53797
N 0.72823 -1.99974 -1.94105
C -1.35377 -0.43084 0.19353
N -0.84083 0.71350 -0.46166
H 1.55456 -0.87253 -0.50590
H 0.40474 -1.76179 -2.96851
H -2.41408 -0.52172 0.04406
H -0.87465 -1.33915 -0.18817
H -0.07197 0.64335 -1.15977
H -1.05169 -0.39602 1.22911
H 1.82952 0.05490 1.92721
H 0.34336 0.73115 1.81509
O 0.95992 -0.09372 1.52923
H -0.33721 2.64725 2.08181
H -0.79547 1.47528 0.16626
O -0.64712 1.70959 1.91799


Name the most stable of them. *a*.